#A
This record from OMol25 describes 2 unconnected molecules or ions with the total composition C5H8N2. The level of theory is ωB97M-V with the def2-TZVPD basis set.

Atoms and positions in Å:
C 0.67 -0.64 -1.63
C -0.12 0.84 -0.09
C -0.32 2.26 0.43
C -0.24 0.07 0.84
C -0.20 -1.41 1.12
H 0.16 -1.74 -0.83
H 0.55 -0.86 -2.75
H 1.91 -0.64 -1.33
H 0.31 1.53 -1.76
H -0.74 2.88 -0.52
H -0.63 2.43 1.50
H 0.86 2.58 0.46
H -0.79 0.76 1.65
N 0.19 0.64 -1.39
N -0.24 -2.60 1.32

Output
M, g mol⁻¹: 96.1
HOMO, eV: -8.86
Gap between HOMO and LUMO, eV: 9.51
Charge: 0

***

#B
This record from OMol25 describes a single C5H8N2 molecule. The level of theory is ωB97M-V with the def2-TZVPD basis set.

Atoms and positions in Å:
C -2.10 0.05 0.43
C -1.04 -0.18 -0.65
N 0.37 -0.04 -0.18
C 1.26 -0.92 0.43
C 2.47 -0.24 0.45
N 2.35 1.01 -0.12
C 1.09 1.08 -0.46
H -3.12 -0.03 0.01
H -2.00 -0.69 1.22
H -2.00 1.05 0.87
H -1.19 0.57 -1.44
H -1.21 -1.15 -1.14
H 0.99 -1.86 0.91
H 3.49 -0.56 0.69
H 0.64 1.90 -1.00

Output
M, g mol⁻¹: 96.1
HOMO, eV: -8.66
Gap between HOMO and LUMO, eV: 9.53
Charge: 0
Structure (SMILES): CCn1ccnc1

***

#C
This record from OMol25 describes a single C5H8N2 molecule. The level of theory is ωB97M-V with the def2-TZVPD basis set.

Atoms and positions in Å:
C -1.23 -1.03 -0.42
C 0.14 -0.70 0.15
C 1.07 0.00 -0.85
N 1.58 0.85 0.23
C 0.43 0.55 1.08
C -0.79 1.37 0.99
N -1.87 1.77 0.83
H -1.66 -0.20 -0.99
H -1.06 -1.85 -1.11
H -1.97 -1.35 0.32
H 0.58 -1.59 0.60
H 0.47 0.55 -1.60
H 1.82 -0.60 -1.37
H 1.78 1.82 0.01
H 0.71 0.41 2.13

Output
M, g mol⁻¹: 96.1
HOMO, eV: -9.75
Gap between HOMO and LUMO, eV: 10.72
Charge: 0
Structure (SMILES): C[C@H]1CN[C@H]1C#N

***

Quick one: least stable of them? #A

***

#A
This record from OMol25 describes a single C5H8N2 molecule. The level of theory is ωB97M-V with the def2-TZVPD basis set.

Atoms and positions in Å:
C 1.93 -1.59 0.01
C 0.64 -0.84 -0.07
C -0.64 -1.25 -0.52
C -1.43 -0.12 -0.40
N -0.63 0.86 0.08
C -0.93 2.23 0.43
N 0.62 0.44 0.29
H 2.44 -1.61 -0.96
H 1.79 -2.62 0.35
H 2.59 -1.07 0.72
H -0.95 -2.22 -0.87
H -2.47 0.05 -0.62
H -1.90 2.52 0.04
H -0.15 2.87 0.00
H -0.91 2.35 1.52

Output
M, g mol⁻¹: 96.1
HOMO, eV: -8.94
Gap between HOMO and LUMO, eV: 9.99
Charge: 0
Structure (SMILES): Cc1ccn(C)n1

***

#B
This record from OMol25 describes a single C5H8N2 molecule. The level of theory is ωB97M-V with the def2-TZVPD basis set.

Atoms and positions in Å:
C 1.99 -0.09 -0.40
C 0.81 0.15 0.48
C -0.38 0.70 -0.29
N -1.51 0.65 0.54
C -2.26 -0.35 0.82
C -2.16 -1.44 -0.06
N -2.26 -2.42 -0.67
H 1.76 -0.79 -1.20
H 2.32 0.83 -0.87
H 2.82 -0.50 0.19
H 1.05 0.81 1.32
H -0.59 0.07 -1.16
H -0.20 1.72 -0.64
H -1.88 1.48 0.96
H 0.49 -0.80 0.98

Output
M, g mol⁻¹: 96.1
HOMO, eV: -8.93
Gap between HOMO and LUMO, eV: 8.96
Charge: 0

***

#C
This record from OMol25 describes a single C5H8N2 molecule. The level of theory is ωB97M-V with the def2-TZVPD basis set.

Atoms and positions in Å:
N 1.69 2.64 0.44
C 1.29 1.55 0.43
C 0.83 0.15 0.39
N 1.89 -0.79 0.02
C -0.41 0.08 -0.51
C -1.79 0.28 0.04
C -1.33 -1.10 -0.31
H 0.51 -0.12 1.40
H 2.68 -0.71 0.67
H 2.26 -0.56 -0.90
H -0.37 0.60 -1.45
H -1.88 0.60 1.06
H -2.50 0.73 -0.66
H -1.76 -1.62 -1.16
H -1.10 -1.74 0.54

Output
M, g mol⁻¹: 96.1
HOMO, eV: -10.32
Gap between HOMO and LUMO, eV: 11.26
Charge: 0
Structure (SMILES): N#C[C@H](N)C1CC1

***

Quick one: least stable of them? #B